69
Properties=species:S:1:pos:R:3:forces:R:3:nbo_charge:R:1 method="wB97M-V/def2-TZVPD" orbital_gap_ev="7.37 / 7.54" charge=0 s2=3.76 homo_energy_ev="-7.83 / -7.98" spin_multiplicity=4 total_energy_ev=-104701.62016
Co 0.598 -0.083 0.037 0.3 0.0 0.3 1.34
C -0.033 4.286 -0.261 0.0 0.0 0.0 -0.28
C -0.994 4.551 0.715 0.0 0.0 0.0 -0.16
C -1.297 3.575 1.629 0.0 0.0 0.0 -0.25
C -0.661 2.320 1.568 0.0 0.0 0.2 0.38
N 0.218 2.049 0.582 -0.1 -0.1 -0.2 -0.56
C 0.529 3.033 -0.277 0.0 0.0 -0.1 0.05
N -0.999 1.448 2.584 0.0 0.0 -0.1 -0.57
C -0.365 0.334 2.780 0.0 -0.1 0.1 0.49
N 0.591 -0.248 2.016 0.0 0.0 -0.1 -0.75
C 1.092 -1.358 2.665 -0.1 0.0 0.1 0.46
N 2.079 -2.096 2.331 0.0 0.0 -0.1 -0.49
C 2.887 -1.840 1.224 -0.1 -0.1 0.2 0.38
C 4.026 -2.651 1.150 0.0 0.0 0.0 -0.21
C 4.942 -2.473 0.144 0.0 0.0 0.0 -0.15
C 4.713 -1.471 -0.793 0.0 0.0 0.0 -0.26
C 3.558 -0.737 -0.673 0.0 0.1 -0.1 0.06
N 2.646 -0.899 0.293 -0.1 0.1 0.0 -0.56
C 0.307 -1.556 3.911 0.1 -0.1 0.0 0.00
C 0.367 -2.527 4.890 0.0 0.0 0.0 -0.19
C -0.525 -2.415 5.952 0.0 0.0 0.0 -0.20
C -1.431 -1.356 6.027 0.0 0.0 0.0 -0.21
C -1.474 -0.376 5.041 0.0 0.0 0.0 -0.17
C -0.593 -0.506 3.984 -0.1 0.1 0.0 -0.11
H 0.265 5.027 -0.989 0.0 0.0 0.0 0.22
H -1.484 5.515 0.764 0.0 0.0 0.0 0.22
H -2.009 3.732 2.426 0.0 0.0 0.0 0.23
H 1.277 2.782 -1.018 0.0 0.0 0.0 0.19
H 4.139 -3.412 1.907 0.0 0.0 0.0 0.24
H 5.819 -3.103 0.083 0.0 0.0 0.0 0.22
H 5.396 -1.279 -1.607 0.0 0.0 0.0 0.22
H 3.333 0.035 -1.399 0.0 0.0 0.0 0.18
H 1.075 -3.341 4.820 0.0 0.0 0.0 0.23
H -0.518 -3.161 6.736 0.0 0.0 0.0 0.22
H -2.108 -1.299 6.869 0.0 0.0 0.0 0.21
H -2.164 0.455 5.090 0.0 0.0 0.0 0.23
C 0.763 -1.090 -3.430 0.0 0.0 -0.1 -0.94
P 0.696 0.406 -2.402 0.0 0.0 0.1 0.80
C 1.955 1.499 -3.187 0.0 0.0 -0.1 -0.95
C -0.908 1.185 -2.835 0.0 0.0 -0.1 -0.35
C -1.046 1.965 -3.982 0.0 0.0 0.0 -0.14
C -2.238 2.607 -4.272 0.0 0.0 0.0 -0.22
C -3.317 2.474 -3.412 0.0 0.0 0.0 -0.19
C -3.205 1.671 -2.289 0.0 0.0 0.0 -0.20
C -2.016 1.009 -1.992 0.0 0.0 0.0 -0.31
P -1.876 -0.131 -0.568 0.1 0.1 0.0 0.83
C -3.244 0.351 0.538 -0.1 0.0 0.0 -0.94
C -2.520 -1.697 -1.240 0.0 -0.1 0.0 -0.93
H 0.636 -0.840 -4.485 0.0 0.0 0.0 0.22
H -0.005 -1.795 -3.120 0.0 0.0 0.0 0.27
H 1.720 -1.585 -3.267 0.1 0.0 0.0 0.27
H 1.516 2.427 -3.545 0.0 0.0 0.0 0.24
H 2.421 0.985 -4.028 0.0 0.0 0.0 0.25
H 2.733 1.760 -2.471 0.0 0.0 0.0 0.24
H -0.214 2.080 -4.665 0.0 0.0 0.0 0.20
H -2.323 3.211 -5.166 0.0 0.0 0.0 0.22
H -4.248 2.983 -3.622 0.0 0.0 0.0 0.22
H -4.059 1.562 -1.634 0.0 0.0 0.0 0.22
H -4.210 0.171 0.064 0.0 0.0 0.0 0.22
H -3.165 1.394 0.838 0.0 0.0 0.0 0.25
H -3.177 -0.259 1.439 0.0 0.0 0.0 0.26
H -3.465 -1.526 -1.759 0.0 0.0 0.0 0.22
H -2.679 -2.384 -0.407 0.0 0.0 0.0 0.25
H -1.801 -2.178 -1.900 0.0 0.1 0.0 0.27
F 0.300 -2.189 -0.442 0.0 0.0 0.1 -0.62
B 0.833 -3.497 -0.884 0.1 0.1 -0.1 1.36
F 0.821 -4.342 0.195 0.0 -0.1 0.1 -0.54
F -0.008 -3.911 -1.911 -0.1 0.0 -0.1 -0.56
F 2.124 -3.273 -1.363 0.0 0.0 -0.1 -0.57